[1]
95
Properties=species:S:1:pos:R:3 method="wB97M-V/def2-TZVPD" spin_multiplicity=3 orbital_gap_ev="5.54 / 7.29" molar_mass_da=821.732 charge=0 e_above_lowest_ev=0.000
Ti 1.357 -0.820 0.108
C -3.084 -1.566 2.026
N -2.437 -0.430 1.396
C -3.459 0.448 0.868
C -1.609 0.300 2.346
C -0.442 -0.449 2.972
N 0.686 -0.847 2.122
C 1.788 -1.188 2.903
C 2.408 -2.461 2.818
F 2.959 -1.670 -0.122
C 3.555 -2.718 3.555
F 4.145 -3.925 3.433
C 4.136 -1.814 4.417
C 3.517 -0.588 4.526
F 4.032 0.351 5.341
C 2.387 -0.285 3.799
F 1.883 0.966 3.951
H -3.627 -2.151 1.282
H -3.797 -1.244 2.808
H -2.343 -2.214 2.484
H -4.141 0.816 1.658
H -4.060 -0.077 0.123
H -3.009 1.313 0.383
H -2.240 0.628 3.197
H -1.242 1.205 1.859
H -0.827 -1.335 3.494
H -0.107 0.219 3.771
H 5.029 -2.053 4.976
N -0.510 -4.260 2.679
C 0.140 -3.672 1.606
S 1.922 -3.736 1.694
N -0.538 -3.304 0.591
N 0.133 -2.504 -0.321
C -0.220 -2.683 -1.601
C -1.255 -3.668 -2.004
C -0.914 -4.797 -2.742
C -1.886 -5.710 -3.130
C -3.212 -5.503 -2.779
C -3.560 -4.381 -2.037
C -2.589 -3.473 -1.649
C 0.399 -1.840 -2.558
C 0.155 -1.918 -3.957
C 0.754 -1.034 -4.806
C 1.610 -0.035 -4.285
C 1.782 0.008 -2.926
N 1.206 -0.840 -2.063
H 0.027 -4.955 3.171
H -1.462 -4.529 2.471
H 0.125 -4.960 -3.008
H -1.605 -6.586 -3.702
H -3.971 -6.215 -3.078
H -4.593 -4.217 -1.755
H -2.851 -2.606 -1.053
H -0.512 -2.682 -4.331
H 0.570 -1.098 -5.871
H 2.111 0.678 -4.924
H 2.401 0.777 -2.473
N 3.203 3.631 2.789
C 3.500 2.729 1.788
C 2.513 1.850 1.301
N 2.818 0.924 0.413
C 4.069 0.891 -0.071
C 4.993 1.822 0.350
N 4.724 2.729 1.288
H 2.486 3.324 3.428
H 4.026 3.989 3.250
H 1.496 1.874 1.667
H 4.303 0.091 -0.756
H 5.994 1.818 -0.063
C -1.757 4.065 -3.052
N -1.802 2.866 -2.235
N -0.775 2.662 -1.315
C -0.654 1.316 -1.071
O 0.065 0.875 -0.156
C -1.527 0.663 -1.990
C -2.165 1.635 -2.694
C -3.110 1.501 -3.835
C -0.445 3.691 -0.376
C 0.824 4.246 -0.418
C 1.166 5.225 0.506
C 0.236 5.642 1.446
C -1.033 5.080 1.478
C -1.379 4.094 0.567
H -1.399 4.887 -2.439
H -2.763 4.300 -3.390
H -1.093 3.944 -3.912
H -1.670 -0.399 -2.072
H -3.335 0.450 -3.998
H -2.672 1.902 -4.752
H -4.042 2.036 -3.643
H 1.534 3.895 -1.156
H 2.162 5.644 0.499
H 0.503 6.406 2.165
H -1.753 5.402 2.221
H -2.359 3.635 0.585



[2]
112
Properties=species:S:1:pos:R:3 method="wB97M-V/def2-TZVPD" spin_multiplicity=1 orbital_gap_ev=6.15 molar_mass_da=671.761 charge=-1
C 2.670 -2.564 5.922
C 1.406 -1.508 6.021
C 0.648 -1.218 4.596
C -0.122 0.225 4.735
C -0.146 1.022 3.265
C -1.689 0.130 5.213
C -2.071 -0.476 6.687
O -3.412 -1.019 6.355
B -3.202 -1.696 5.043
O -2.356 -2.885 5.405
N -2.801 -3.964 4.686
O -1.790 -4.659 4.490
O -2.515 -0.624 4.240
H 2.525 -3.375 6.783
H 2.745 -3.125 4.897
H 3.644 -1.942 6.199
H 1.820 -0.498 6.447
H 0.607 -2.030 6.732
H 1.474 -1.208 3.735
H -0.083 -2.108 4.327
H 0.487 0.953 5.454
H 0.868 1.594 3.149
H -0.335 0.276 2.358
H -1.074 1.774 3.284
H -1.961 1.284 5.352
H -1.310 -1.146 7.272
H -2.325 0.424 7.412
H -4.147 -1.901 4.358
C -1.338 -2.708 -0.098
C -1.313 -1.904 -1.393
C -0.004 -1.138 -1.593
C 0.194 -0.153 -0.452
N 0.358 0.664 0.494
H -1.260 -2.061 0.782
H -2.279 -3.261 -0.011
H -0.514 -3.431 -0.068
H -2.158 -1.204 -1.392
H -1.462 -2.586 -2.238
H -0.031 -0.589 -2.541
H 0.845 -1.829 -1.625
C -7.270 -1.782 4.554
C -8.744 -2.111 4.341
C -8.964 -3.205 3.294
C -8.410 -2.751 1.954
N -7.951 -2.375 0.841
H -6.808 -1.388 3.642
H -7.159 -1.017 5.329
H -6.710 -2.670 4.868
H -9.272 -1.198 4.042
H -9.176 -2.436 5.294
H -10.034 -3.414 3.189
H -8.465 -4.132 3.596
C 1.647 -0.890 -7.506
C 0.474 -0.341 -6.700
C 0.908 0.306 -5.384
C 1.608 -0.723 -4.511
N 2.188 -1.577 -3.787
H 2.171 -1.686 -6.967
H 1.292 -1.317 -8.450
H 2.368 -0.098 -7.739
H -0.230 -1.158 -6.498
H -0.057 0.401 -7.306
H 0.035 0.696 -4.850
H 1.591 1.142 -5.573
C 3.668 -3.633 -0.603
C 4.921 -2.994 -1.193
C 6.178 -3.840 -0.978
C 6.427 -4.020 0.510
N 6.634 -4.170 1.745
H 3.744 -3.743 0.483
H 2.792 -3.009 -0.805
H 3.490 -4.623 -1.039
H 5.059 -2.003 -0.745
H 4.771 -2.843 -2.268
H 7.045 -3.346 -1.431
H 6.065 -4.823 -1.447
C 4.027 1.220 0.494
C 5.187 2.100 0.948
C 6.319 2.169 -0.079
C 6.881 0.776 -0.317
N 7.347 -0.379 -0.515
H 4.338 0.180 0.357
H 3.230 1.224 1.245
H 3.606 1.582 -0.451
H 5.572 1.716 1.901
H 4.813 3.113 1.136
H 7.119 2.821 0.287
H 5.954 2.577 -1.027
C -0.153 4.670 -0.343
C -1.326 5.219 0.463
C -0.892 5.867 1.780
C -0.192 4.838 2.652
N 0.388 3.984 3.376
H 0.371 3.875 0.196
H -0.508 4.244 -1.287
H 0.568 5.462 -0.576
H -2.030 4.403 0.665
H -1.857 5.961 -0.143
H -1.765 6.256 2.313
H -0.209 6.703 1.590
C -0.453 3.434 -10.471
C -1.626 3.983 -9.665
C -1.192 4.631 -8.348
C -0.492 3.602 -7.476
N 0.088 2.748 -6.752
H 0.071 2.639 -9.932
H -0.808 3.008 -11.415
H 0.268 4.226 -10.704
H -2.330 3.167 -9.463
H -2.157 4.725 -10.271
H -2.065 5.020 -7.815
H -0.509 5.467 -8.538



[3]
21
Properties=species:S:1:pos:R:3 method="wB97M-V/def2-TZVPD" spin_multiplicity=1 orbital_gap_ev=5.89 molar_mass_da=117.172 charge=-1 smiles=C[C@@H](CC[O-])NCN e_above_lowest_ev=1.293
C 0.892 -1.249 -0.085
C -0.020 -0.128 0.374
C 0.716 0.967 1.130
C 1.409 0.469 2.483
O 2.569 -0.139 2.235
N -0.737 0.488 -0.751
C -1.480 -0.441 -1.613
N -2.280 0.314 -2.561
H 1.305 -1.077 -1.093
H 1.845 -1.443 0.478
H 0.394 -2.217 0.000
H -0.782 -0.544 1.073
H 1.573 1.349 0.585
H 0.106 1.853 1.409
H 0.576 -0.169 2.911
H 1.647 1.356 3.183
H -0.195 1.132 -1.310
H -0.852 -1.243 -2.011
H -2.188 -1.039 -1.027
H -2.733 1.066 -2.064
H -1.766 0.697 -3.346